The ion C12H19N2O with charge +1 at a distorted geometry, computed with ωB97M-V with the def2-TZVPD basis set.

Output
- Molecular weight: 207.30 g/mol
- DFT total energy: -653.0152 a.u.
- HOMO-LUMO gap: 7.6 eV
- ΔE to the lowest compared entry with this formula, charge and spin: 89.8 kcal/mol
- Lowest unoccupied orbital energy: -3.839 eV

ORCA input file:
```
! wB97M-V def2-TZVPD RIJCOSX def2/J DEFGRID3
* xyz 1 1
C 2.05 -1.74 0.09
C 3.13 -1.32 0.76
C 1.08 -0.79 -0.36
C 1.55 0.47 -0.72
C -0.39 -1.25 -0.35
C -2.46 -0.11 0.21
C 3.45 0.16 0.78
C 2.96 0.79 -0.48
C -2.83 -0.48 1.56
C -3.23 0.84 -0.68
C 0.26 2.49 0.04
C 0.64 1.57 -1.21
N -1.36 -0.45 -0.28
N -1.87 -2.95 -0.14
O -0.58 -2.57 -0.43
H 1.66 -2.69 -0.01
H 3.84 -1.98 1.29
H 3.13 0.80 1.64
H 4.58 0.34 0.96
H 3.48 0.55 -1.42
H 3.06 1.90 -0.57
H -3.11 0.42 2.15
H -3.73 -1.03 1.44
H -2.06 -0.85 2.19
H -3.23 0.51 -1.71
H -4.17 1.15 -0.36
H -2.62 1.67 -0.75
H -0.56 3.12 -0.38
H 1.03 3.10 0.33
H -0.09 1.83 0.80
H 1.19 2.14 -1.93
H -0.34 1.15 -1.64
H -2.50 -2.80 -0.93
H -1.95 -3.97 0.11
*
```

Atom charges from the Mulliken analysis, given in e for atoms 1 to 6: -1.34 -0.38 0.67 0.72 0.60 0.70



The ion C12H19N2O with charge +1 at a distorted geometry, computed with ωB97M-V with the def2-TZVPD basis set.

Output
- Molecular weight: 207.30 g/mol
- DFT total energy: -653.1066 a.u.
- HOMO-LUMO gap: 9.6 eV
- ΔE to the lowest compared entry with this formula, charge and spin: 32.4 kcal/mol
- Lowest unoccupied orbital energy: -2.944 eV

ORCA input file:
```
! wB97M-V def2-TZVPD RIJCOSX def2/J DEFGRID3
* xyz 1 1
C -3.93 0.23 0.33
C -3.37 0.77 -0.82
C -3.32 -0.80 1.06
C -2.09 0.46 -1.15
C -2.01 -1.16 0.69
C -1.40 -0.48 -0.37
C 3.03 -0.51 0.00
C 2.39 -1.56 -0.95
C 0.25 -0.37 -0.65
C 0.96 0.72 0.29
C 0.34 2.16 0.07
C 0.75 0.41 1.73
N 2.28 0.77 -0.13
N 0.96 -1.66 -0.45
O 0.48 -0.18 -2.04
H -4.91 0.54 0.55
H -3.95 1.51 -1.51
H -3.85 -1.10 1.88
H -1.45 0.86 -1.97
H -1.38 -1.98 1.10
H 3.10 -0.82 1.08
H 4.14 -0.31 -0.26
H 2.34 -1.24 -2.03
H 2.87 -2.53 -0.98
H 0.64 2.76 0.92
H -0.78 2.12 0.12
H 0.66 2.64 -0.91
H 1.61 0.72 2.27
H 0.71 -0.71 1.92
H -0.16 0.97 2.21
H 2.75 1.49 0.45
H 0.55 -2.56 -0.92
H 0.85 -1.86 0.60
H 0.94 0.68 -2.11
*
```

Atom charges from the Mulliken analysis, given in e for atoms 1 to 6: -0.48 -0.33 -0.94 -0.64 -0.15 0.24



A cluster of 2 separate species, C12H19NO in total at a distorted geometry, computed with ωB97M-V with the def2-TZVPD basis set.

Output
- Molecular weight: 193.29 g/mol
- DFT total energy: -598.5461 a.u.
- HOMO-LUMO gap: 9.4 eV
- ΔE to the lowest compared entry with this formula, charge and spin: 64.1 kcal/mol
- Lowest unoccupied orbital energy: 0.702 eV

ORCA input file:
```
! wB97M-V def2-TZVPD RIJCOSX def2/J DEFGRID3
* xyz 0 1
C 1.59 -0.59 -3.30
C 0.30 -1.21 -1.22
C 0.39 -1.18 -2.65
C -0.90 -1.66 -0.74
C -2.01 -2.02 -1.48
C -0.78 -1.33 -3.39
C -1.98 -1.75 -2.84
H 1.26 -1.02 -0.75
H -1.06 -1.68 0.35
H 2.28 -0.05 -2.64
H 1.54 -0.06 -4.24
H -2.95 -2.36 -1.06
H -0.73 -1.13 -4.45
H -2.85 -1.92 -3.46
H 2.23 -1.39 -3.72
C 1.76 0.83 2.59
C 1.98 -0.60 2.04
C -0.65 1.08 3.61
C 0.04 1.52 0.12
C -0.13 2.14 1.49
O -1.12 2.77 1.84
N 0.38 1.30 2.50
H 1.98 0.66 3.66
H 2.39 1.62 2.15
H 0.97 -0.97 1.78
H 2.22 -1.48 2.72
H -0.45 0.37 4.44
H 0.07 2.33 -0.61
H 2.78 -0.44 1.33
H -0.58 2.01 4.20
H -1.59 0.82 3.16
H 0.92 0.91 -0.04
H -0.83 0.98 -0.23
*
```

Atom charges from the Mulliken analysis, given in e for atoms 1 to 6: -1.52 -0.35 0.65 -0.13 -0.78 -0.59



A cluster of 2 separate species, C12H19NO2 in total at a distorted geometry, computed with ωB97M-V with the def2-TZVPD basis set.

Output
- Molecular weight: 209.29 g/mol
- DFT total energy: -673.8233 a.u.
- HOMO-LUMO gap (spin up / spin down): 2.4 / 6.2 eV
- <S²>: 0.7623
- ΔE to the lowest compared entry with this formula, charge and spin: 0.0 kcal/mol
- Lowest unoccupied orbital energy (spin up / spin down): 2.990 / 2.955 eV

ORCA input file:
```
! wB97M-V def2-TZVPD RIJCOSX def2/J DEFGRID3
* xyz -1 2
C 2.25 0.46 -1.98
C 1.83 0.35 -0.52
C 1.30 -0.93 -3.75
C 0.27 2.54 -2.54
C 0.17 1.15 -3.13
O -0.73 0.89 -3.92
N 1.23 0.31 -3.01
H 2.54 1.52 -2.06
H 3.18 0.00 -2.24
H 1.26 -0.55 -0.28
H 1.21 1.18 -0.20
H 0.74 -1.76 -3.33
H 0.25 2.48 -1.45
H 2.69 0.27 0.12
H 0.96 -0.72 -4.77
H 2.32 -1.18 -3.93
H 1.12 3.09 -2.91
H -0.72 2.90 -2.79
C 1.77 -1.61 2.90
C -1.23 0.76 2.61
C 0.12 0.26 2.86
C -2.21 -0.12 2.29
C 0.36 -1.12 2.71
C -1.95 -1.53 2.17
C -0.63 -2.01 2.38
O -3.60 0.14 2.35
H -1.37 1.83 2.66
H 0.85 0.96 3.25
H -3.73 0.91 2.91
H -2.82 -2.11 1.94
H 2.31 -0.97 3.61
H 2.38 -1.52 2.01
H -0.34 -3.03 2.15
H 1.88 -2.61 3.33
*
```

Atom charges from the Mulliken analysis, given in e for atoms 1 to 6: -1.01 -0.82 -1.09 -1.21 0.83 -0.67



An isolated molecule of C12H19NO5 at a distorted geometry, computed with ωB97M-V with the def2-TZVPD basis set.

Output
- Molecular weight: 257.29 g/mol
- DFT total energy: -899.1886 a.u.
- HOMO-LUMO gap: 8.8 eV
- ΔE to the lowest compared entry with this formula, charge and spin: 291.8 kcal/mol
- Lowest unoccupied orbital energy: 0.709 eV

ORCA input file:
```
! wB97M-V def2-TZVPD RIJCOSX def2/J DEFGRID3
* xyz 0 1
C -5.03 -1.83 0.18
C -4.98 -0.53 -0.69
H -5.92 0.09 -0.55
H -4.93 -0.75 -1.78
O -4.10 0.21 -0.38
C -2.97 0.17 -0.68
O -2.66 -0.72 -1.36
C -2.01 1.39 -0.37
O -2.10 2.50 -0.85
N -1.09 0.99 0.73
C -1.02 -0.12 1.24
H -1.98 -0.79 0.97
C 0.24 -1.16 0.37
H 0.67 -1.68 1.13
H -0.16 -1.44 -0.58
C 1.23 0.03 0.29
C 2.71 -0.73 0.24
O 2.96 -1.56 0.95
O 3.62 0.19 -0.69
C 4.83 -0.34 -0.54
C 5.60 0.49 -1.70
H 6.56 0.25 -1.50
H 5.21 0.56 -2.55
H 5.57 1.58 -1.10
H 4.86 -1.26 -1.23
H 5.36 -0.32 0.35
C 1.28 1.01 1.20
H 1.44 0.93 2.16
C -0.15 1.91 1.22
H 0.00 2.68 0.42
H -0.30 2.52 2.02
H 2.05 1.87 0.89
H 1.17 0.54 -0.81
H -0.78 -0.39 2.27
H -5.20 -1.70 1.17
H -5.87 -2.27 -0.17
H -4.12 -2.34 -0.27
*
```

Atom charges from the Mulliken analysis, given in e for atoms 1 to 6: -1.33 -0.35 0.30 0.36 -0.27 0.48



A structure of composition C12H20BMgNO15 at a distorted geometry, computed with ωB97M-V with the def2-TZVPD basis set.

Output
- Molecular weight: 453.40 g/mol
- DFT total energy: -1877.7206 a.u.
- HOMO-LUMO gap: 9.7 eV
- ΔE to the lowest compared entry with this formula, charge and spin: 0.0 kcal/mol
- Lowest unoccupied orbital energy: -0.053 eV

ORCA input file:
```
! wB97M-V def2-TZVPD RIJCOSX def2/J DEFGRID3
* xyz 0 1
Mg -1.04 -0.19 0.27
O 5.93 3.12 -2.86
C 5.43 2.12 -2.45
O 4.49 2.12 -1.49
B 4.11 0.75 -1.18
O 4.89 -0.09 -2.09
C 5.63 0.67 -2.89
O 6.38 0.28 -3.73
O 2.63 0.55 -1.42
C 2.09 0.06 -0.36
O 0.92 -0.21 -0.25
C 3.16 -0.04 0.73
O 4.30 0.31 0.21
O 2.98 -0.36 1.87
N -4.13 -0.05 1.18
O -2.98 -0.29 0.67
O -4.56 1.11 1.11
O -4.70 -0.94 1.81
C -0.18 -1.93 2.85
O -0.67 -1.78 1.52
C -1.37 -2.95 1.10
C -1.23 -3.01 -0.41
O -1.09 -1.71 -1.00
C -0.87 -1.79 -2.40
H 0.38 -1.02 3.11
H 0.58 -2.71 2.94
H -1.00 -2.10 3.55
H -2.42 -2.94 1.41
H -0.92 -3.85 1.52
H -2.12 -3.50 -0.84
H -0.38 -3.62 -0.70
H -0.77 -0.78 -2.78
H -1.71 -2.23 -2.95
H 0.04 -2.37 -2.57
C -2.51 1.36 -2.04
O -1.53 1.18 -1.01
C -1.37 2.40 -0.26
C -0.40 2.24 0.89
O -0.66 1.03 1.63
C -0.90 1.32 3.00
H -2.37 0.61 -2.81
H -2.31 2.31 -2.55
H -3.51 1.39 -1.61
H -2.33 2.80 0.08
H -0.99 3.09 -1.02
H -0.50 3.13 1.51
H 0.64 2.30 0.58
H -1.41 0.47 3.45
H -1.62 2.14 3.08
H -0.04 1.60 3.62
*
```

Atom charges from the Mulliken analysis, given in e for atoms 1 to 6: 1.81 -0.56 0.62 -0.52 1.12 -0.51